# 1
DFT (wB97M-V/def2-TZVPD) results for a molecular structure, C3H7FO2 in a non-equilibrium geometry.

Spin multiplicity ... 3
Net charge ... 0
Relative energy (zero: lowest compared OMol25 entry of this formula, charge and spin) ... 9.39 kcal/mol
⟨S²⟩ ... 2.0052
Largest force on an atom ... 6.674 eV Å⁻¹

Cartesian coordinates (Å):
H (-0.4260, 3.6457, 3.3300)
H (0.1434, 3.7335, 3.9282)
C (-2.3140, -1.0340, -0.6387)
C (2.4049, -0.2172, -1.0249)
F (-0.2607, -0.2731, -1.5622)
H (-2.9692, -0.7128, -1.3793)
O (-0.2792, -1.3803, 0.3652)
H (0.4712, -0.8707, 0.3961)
C (-1.0279, -0.9170, -0.6200)
H (2.0203, 0.5739, -1.7751)
O (2.0448, -0.1050, 0.1167)
H (-2.8203, -1.3995, 0.1780)
H (3.0127, -1.0434, -1.3140)


# 2
DFT (wB97M-V/def2-TZVPD) results for C24H25N3O2 in the gas phase.

Net charge ... 0
Relative energy (zero: lowest compared OMol25 entry of this formula, charge and spin) ... 29.00 kcal/mol
SMILES string ... O=C(Nc1ccc(Oc2cccnc2)cc1)C1CCN(Cc2ccccc2)CC1
Largest force on an atom ... 0.661 eV Å⁻¹

Cartesian coordinates (Å):
H (-3.8747, -2.7358, 6.7115)
H (1.6865, 2.3344, 0.7202)
C (-1.4543, 0.8902, -0.2673)
C (-4.1881, -1.6912, 3.0745)
C (-1.0718, -0.1810, 0.5406)
C (3.1187, 0.2557, -0.3506)
C (-2.8056, 1.2177, -0.3607)
N (-0.4595, 1.5796, -0.9569)
C (1.4814, 2.2763, -3.0278)
C (-3.9929, -2.4660, 5.6711)
H (2.9320, -4.4490, -2.9405)
H (0.4859, 1.1782, -0.9262)
C (-3.3571, -1.0603, 4.0016)
H (4.1725, 0.5756, -0.2672)
C (2.6632, 1.5836, -2.3429)
H (-4.7922, 0.7452, 0.2815)
H (-2.7527, -0.2076, 3.7196)
N (2.3007, 1.2890, -0.9652)
H (0.9428, -0.9870, -1.4423)
C (2.2992, 2.5138, -0.1695)
H (2.5855, 4.2524, -1.4189)
C (-0.5361, 2.8056, -1.5306)
C (4.1697, -3.0155, -1.9422)
N (-3.2646, -1.4428, 5.2602)
H (5.0788, -3.5812, -2.0836)
H (0.5483, 4.1989, -2.6627)
H (2.8887, 0.6479, -2.8580)
C (-3.3554, -0.5631, 1.1585)
C (-3.7447, 0.4970, 0.3491)
H (1.2447, 4.3933, -0.2891)
C (4.2128, -1.7993, -1.2833)
H (3.3187, 2.7566, 0.1759)
H (-1.7043, -1.7412, 1.8582)
H (2.7420, 0.1099, 0.6700)
H (0.8653, -3.1374, -2.6111)
C (1.8085, -2.7661, -2.2384)
H (0.7535, 1.5259, -3.3409)
C (3.0556, -1.0561, -1.0892)
C (-4.8634, -3.1552, 4.8387)
C (-4.9648, -2.7617, 3.5178)
H (5.1568, -1.4235, -0.9140)
C (0.7998, 3.2969, -2.0967)
C (1.7543, 3.7072, -0.9668)
O (-1.5367, 3.4881, -1.6010)
C (2.9666, -3.5020, -2.4230)
H (-5.6288, -3.2550, 2.8244)
O (-4.3456, -1.2917, 1.7838)
C (-2.0111, -0.9070, 1.2440)
C (1.8515, -1.5534, -1.5745)
H (-0.0279, -0.4477, 0.6209)
H (-3.1088, 2.0460, -0.9784)
H (-5.4488, -3.9804, 5.2135)
H (1.8417, 2.7774, -3.9270)
H (3.5642, 2.2158, -2.3891)


# 3
DFT (wB97M-V/def2-TZVPD) results for a molecular structure, C37H32N3O3ReSSi in a non-equilibrium geometry.

Spin multiplicity ... 2
Net charge ... -1
Relative energy (zero: lowest compared OMol25 entry of this formula, charge and spin) ... 0.00 kcal/mol
⟨S²⟩ ... 0.8064
Largest force on an atom ... 2.943 eV Å⁻¹

Cartesian coordinates (Å):
H (5.8725, -2.5179, 0.6988)
S (1.3208, -1.0079, -1.3996)
H (-3.3745, 4.0040, -4.1311)
C (0.3056, 4.7488, -3.2837)
H (-4.2804, -2.3850, -0.6506)
O (1.5300, 0.0980, 1.5526)
C (-4.2918, 0.8945, -2.1844)
C (4.6229, -3.6075, -2.9690)
C (-0.4021, 3.8503, -2.5127)
H (0.1108, -3.7094, 2.1171)
C (-3.2355, -0.6903, 2.1008)
C (-2.3499, 4.2204, -3.8649)
C (1.8477, -4.5712, 1.1697)
H (1.8185, -5.4932, 1.7330)
H (5.7694, -0.0004, 3.8730)
H (1.3480, 4.9412, -3.0590)
C (-4.3533, -1.8676, 0.2986)
H (-4.5570, 4.2663, -2.1749)
H (-2.1104, 5.6107, -5.4747)
H (6.8755, -2.8857, -0.7082)
H (5.8939, -4.1526, 0.0281)
C (3.7206, 0.1724, 3.3044)
H (-4.5311, -0.0733, 3.6903)
C (4.7736, 0.2517, 4.2152)
H (3.7042, -4.9972, 0.1934)
H (4.6464, -0.1806, -0.8122)
O (4.0010, -0.1845, 2.0335)
H (3.1429, -0.1806, 1.5433)
H (-5.9186, -0.4653, -2.4594)
C (0.8762, -3.6077, 1.3565)
C (-3.1551, -1.3374, 0.8289)
H (5.6880, -0.5953, -2.1784)
C (-4.4909, -0.5714, 2.7273)
N (-0.8833, -0.1768, 2.3991)
C (1.2692, 0.2351, 2.8202)
C (1.7641, -2.2991, -0.3468)
C (4.7038, -0.7657, -1.7325)
O (-2.0616, -1.5211, 0.1570)
C (-4.8491, 3.2280, -2.2728)
H (-3.5432, 0.1243, -2.0407)
C (2.4108, 0.4470, 3.7370)
C (-1.7438, 1.7787, -1.1090)
C (-0.3051, 5.4013, -4.3488)
Re (-0.2367, -0.5553, 0.4756)
C (-5.5621, -1.7260, 0.9341)
C (-1.7560, 3.5607, -2.7770)
H (1.1851, 1.0547, 5.3622)
N (0.0749, 0.1517, 3.3346)
H (-6.5957, -0.9513, 2.6629)
C (-1.6328, 5.1223, -4.6333)
H (-6.9172, 3.6927, -2.5608)
C (-5.6421, -1.0615, 2.1625)
H (5.6056, -3.4744, -3.4288)
H (-6.4578, -2.1281, 0.4754)
C (-2.0980, -0.2386, 2.8395)
H (3.9462, -0.3849, -2.4134)
H (3.8667, -3.3003, -3.6943)
C (-2.4444, 2.5518, -1.9754)
C (3.2539, 0.9521, 5.9449)
H (3.0751, 1.2700, 6.9643)
H (-7.6075, 1.3219, -2.7437)
C (-1.0970, 1.0563, -0.3083)
Si (4.4830, -2.5992, -1.3725)
C (-6.5700, 1.5743, -2.5613)
C (2.9118, -3.1149, -0.4567)
C (-6.1806, 2.9024, -2.4739)
C (-3.8753, 2.2314, -2.1457)
H (-2.2410, 0.0450, 3.8790)
N (0.8307, -2.5059, 0.6156)
C (4.5406, 0.6367, 5.5213)
C (-5.6197, 0.5738, -2.4046)
C (2.2002, 0.8444, 5.0574)
C (5.9141, -3.0911, -0.2302)
C (2.8875, -4.2880, 0.2888)
H (0.0718, 3.3309, -1.6904)
H (5.3705, 0.6860, 6.2161)
H (4.4860, -4.6734, -2.7733)
H (0.2508, 6.1058, -4.9547)


# 4
DFT (wB97M-V/def2-TZVPD) results for a molecular structure, C2H2CuF in a non-equilibrium geometry.

Net charge ... 0
Relative energy (zero: lowest compared OMol25 entry of this formula, charge and spin) ... 10.90 kcal/mol
Largest force on an atom ... 2.588 eV Å⁻¹

Cartesian coordinates (Å):
H (1.7509, 0.0901, 0.0516)
H (0.6075, 0.0107, 1.5292)
C (0.7336, 0.1724, 0.4556)
Cu (-2.6525, -0.3979, -0.0556)
F (-0.0749, -0.1213, -1.6704)
C (-0.3647, 0.2460, -0.3104)


# 5
DFT (wB97M-V/def2-TZVPD) results for 6 unconnected molecules or ions with the total composition C12H36O6 in a non-equilibrium geometry.

Net charge ... 0
Relative energy (zero: lowest compared OMol25 entry of this formula, charge and spin) ... 46.13 kcal/mol
SMILES string ... CCO.CCO.CCO.CCO.CCO.CCO
Largest force on an atom ... 1.172 eV Å⁻¹

Cartesian coordinates (Å):
H (21.8028, 3.4320, -15.6722)
H (15.2128, 5.0522, -19.4070)
H (16.0558, 9.6337, -13.0441)
H (23.7111, 4.7953, -14.4634)
C (23.1667, 3.9496, -14.0403)
O (23.1419, 8.2818, -15.8805)
H (18.9576, 6.9872, -14.7085)
C (22.6500, 3.0271, -15.1266)
H (17.0139, 3.8667, -12.0038)
O (16.5643, 6.3520, -12.3772)
H (20.1319, 4.7933, -15.0410)
C (20.9338, 9.3603, -15.8153)
H (21.4631, 7.4403, -15.0547)
H (18.6041, 4.0548, -15.5816)
H (18.7259, 6.4406, -16.3369)
H (16.6599, 3.8007, -10.2526)
H (21.3092, 9.9812, -15.0042)
C (17.0022, 6.0479, -20.0887)
H (16.4838, 6.3606, -10.3278)
H (23.8586, 3.4170, -13.3835)
H (24.3263, 2.1491, -15.5901)
C (21.7344, 8.0610, -15.9197)
C (18.4858, 6.1927, -15.2967)
H (13.8132, 9.8501, -13.5882)
O (23.7009, 2.7151, -16.0492)
H (16.4880, 6.9798, -20.3283)
H (16.7210, 4.3008, -18.8554)
H (13.6737, 7.1857, -13.6633)
H (14.0377, 9.6059, -11.8733)
H (16.1580, 7.2409, -12.3886)
C (16.2617, 5.6853, -11.1669)
H (18.7624, 4.5657, -13.9242)
H (22.3113, 2.0697, -14.7155)
C (16.2301, 5.2576, -19.0660)
H (23.3852, 8.3178, -14.9532)
H (16.8506, 6.3950, -14.2605)
H (19.8901, 9.1062, -15.6012)
H (17.1128, 5.4709, -21.0125)
H (13.5204, 7.3156, -11.9102)
H (18.1131, 4.6146, -10.8402)
O (15.5366, 8.8278, -13.1110)
H (22.3901, 4.3728, -13.3974)
H (16.6214, 5.5825, -17.1141)
C (14.1669, 9.1197, -12.8506)
O (17.0747, 6.2268, -15.1925)
C (19.0466, 4.8252, -14.9471)
H (21.4104, 7.5347, -16.8168)
C (17.0640, 4.4107, -11.0601)
C (13.3547, 7.8431, -12.8505)
O (16.1291, 5.9832, -17.8382)
H (15.1943, 5.4449, -11.0620)
H (18.0045, 6.3060, -19.7455)
H (20.9122, 9.8843, -16.7707)
H (12.2932, 8.0247, -12.9981)


# 6
DFT (wB97M-V/def2-TZVPD) results for a molecular structure, C14H51IN24O17S in a non-equilibrium geometry.

Net charge ... 0
Relative energy (zero: lowest compared OMol25 entry of this formula, charge and spin) ... 8.39 kcal/mol
Largest force on an atom ... 5.013 eV Å⁻¹

Cartesian coordinates (Å):
H (4.9639, 8.0030, -0.5730)
N (6.2240, 8.3092, -2.7303)
O (-2.7196, -1.9626, 7.6545)
H (-5.7127, -0.9026, 7.8716)
N (0.4796, -1.8272, -1.2422)
H (-9.5793, -6.4076, -2.8646)
C (7.8975, 0.8847, 1.0524)
H (1.4652, -1.2795, -7.7025)
I (2.0634, 3.3281, 0.1778)
O (-1.0369, 5.5467, -1.7983)
N (-9.7828, -6.6397, -3.8183)
H (-1.4611, -3.3912, 0.1153)
H (5.1308, -0.5798, 3.5085)
N (0.6758, -0.8597, 6.9529)
O (2.6506, -0.0530, 6.1769)
H (-0.6783, 3.0750, -4.8701)
H (-1.2450, 3.8283, -3.4185)
O (0.4770, -0.1100, -5.7502)
H (6.3347, -0.1494, 0.2790)
H (9.6566, 1.8096, 1.4529)
N (-3.6018, -0.1046, 6.7077)
N (2.9766, -0.7183, 2.1638)
H (-0.0356, 1.5202, 6.6147)
H (0.1197, 3.6199, -1.5842)
H (6.8072, 8.4872, -3.5246)
C (-3.6832, -1.2283, 7.4673)
C (-0.7661, -5.1229, -0.6805)
H (-10.0224, -7.0908, -6.2971)
O (0.7100, 6.8557, -1.2678)
H (-8.5193, -6.3722, -6.7506)
O (1.6338, 4.8585, -2.4658)
N (2.1397, -0.8183, -7.1216)
C (1.6703, -0.1545, -6.0299)
H (-0.2047, -1.3242, 6.8074)
H (-2.7013, 0.1051, 6.2947)
C (-4.7460, -6.8611, -2.0275)
H (-4.3712, 0.5128, 6.5389)
H (5.5789, 1.0038, 2.9629)
C (0.0612, 5.6194, -0.8741)
H (-2.1871, 4.2151, 5.8304)
H (-0.3940, 5.5891, 0.1208)
N (-2.3558, 3.3470, 5.3605)
N (7.2802, 0.1361, 0.0966)
H (-6.4633, -6.2129, -3.0348)
H (0.9119, -0.5456, 7.8753)
H (-4.6145, -7.1698, -4.0916)
H (-10.6404, -7.1116, -4.0303)
H (1.8781, -0.9047, 3.9736)
O (0.5036, -1.4402, 0.9922)
N (-1.1547, 3.0060, -3.9914)
H (2.3014, 0.9532, -4.4541)
N (-4.1726, -7.2608, -3.1970)
N (5.8335, 8.4946, -0.4768)
N (-1.2725, -0.7409, -0.2322)
C (3.8318, 0.3427, 2.1677)
N (1.2297, -1.0663, 4.7290)
H (9.6544, 1.0106, -0.0776)
O (7.7224, 9.3627, -1.3878)
C (0.8874, 4.3615, -1.3308)
N (2.6167, 0.4569, -5.2679)
H (1.3696, -2.2818, -1.1752)
H (-2.4858, -4.7406, 0.4425)
N (-5.9850, -6.3200, -2.1531)
N (-1.5525, 0.7722, -4.3235)
H (7.7132, -0.1357, -0.7639)
H (-1.6942, -0.3686, 0.5989)
H (-1.0749, 0.7990, -5.2130)
O (-2.2790, 1.7963, -2.4293)
H (-0.4662, -7.0340, -1.2759)
C (-0.0579, -1.3445, -0.0978)
H (0.3646, -1.5344, 4.5341)
O (3.1081, 6.3904, -0.8525)
H (-1.9397, -0.0947, -4.0073)
H (-1.7528, -0.6421, -1.1064)
N (-4.9110, -1.4855, 8.0092)
H (0.0371, -1.7573, -2.1374)
H (-1.7656, 6.0500, -1.4360)
N (-0.5957, 2.3402, 6.4494)
H (6.1181, 8.8113, 0.4296)
H (3.1211, -1.5579, 2.6914)
H (-0.3801, 3.1838, 6.9440)
H (5.3581, 7.8164, -2.8601)
O (-1.8394, 1.1702, 4.9651)
C (-1.7019, 1.8493, -3.5132)
H (-1.9193, -6.8398, -0.3554)
O (2.6434, 7.0424, -3.1130)
C (-8.8612, -6.2867, -4.7558)
S (2.1193, 6.3328, -1.9389)
H (-6.4361, -6.0137, -1.3128)
C (-1.6096, 2.2221, 5.5556)
H (-3.2564, -7.6632, -3.1444)
N (-1.6556, -4.3678, 0.0213)
O (-7.8189, -5.7086, -4.4681)
O (0.2481, -4.6622, -1.1986)
H (-3.1107, 3.2881, 4.7037)
H (3.1089, -0.8687, -7.3689)
O (3.5976, 1.3401, 1.4861)
O (7.3393, 1.1996, 2.0916)
N (-9.1780, -6.6198, -6.0365)
N (-1.0918, -6.4411, -0.7660)
H (3.5965, 0.4356, -5.4735)
C (1.5879, -0.6247, 5.9629)
H (-4.9994, -2.3086, 8.5741)
O (-4.1814, -6.9825, -0.9447)
C (6.6641, 8.7622, -1.5214)
H (2.1500, -0.6337, 1.5842)
N (4.9317, 0.2271, 2.9500)
N (9.1776, 1.2566, 0.7676)


- Which of these has the lowest relative energy (zero: lowest compared OMol25 entry of this formula, charge and spin)?
  C37H32N3O3ReSSi


- Among the records above, which one has the highest largest force on an atom?
  C3H7FO2


Please write out number 4 again, unchanged.
DFT (wB97M-V/def2-TZVPD) results for a molecular structure, C2H2CuF in a non-equilibrium geometry.

Net charge ... 0
Relative energy (zero: lowest compared OMol25 entry of this formula, charge and spin) ... 10.90 kcal/mol
Largest force on an atom ... 2.588 eV Å⁻¹

Cartesian coordinates (Å):
H (1.7509, 0.0901, 0.0516)
H (0.6075, 0.0107, 1.5292)
C (0.7336, 0.1724, 0.4556)
Cu (-2.6525, -0.3979, -0.0556)
F (-0.0749, -0.1213, -1.6704)
C (-0.3647, 0.2460, -0.3104)


What did the fourth record say?
DFT (wB97M-V/def2-TZVPD) results for a molecular structure, C2H2CuF in a non-equilibrium geometry.

Net charge ... 0
Relative energy (zero: lowest compared OMol25 entry of this formula, charge and spin) ... 10.90 kcal/mol
Largest force on an atom ... 2.588 eV Å⁻¹

Cartesian coordinates (Å):
H (1.7509, 0.0901, 0.0516)
H (0.6075, 0.0107, 1.5292)
C (0.7336, 0.1724, 0.4556)
Cu (-2.6525, -0.3979, -0.0556)
F (-0.0749, -0.1213, -1.6704)
C (-0.3647, 0.2460, -0.3104)